ORCA calculation (ωB97M-V with the def2-TZVPD basis set) on C4H5NO3 in the gas phase.

Element x y z (Å)
C: -1.6203 1.1544 1.3399
C: -0.9848 0.7217 0.2423
N: -1.4819 0.8628 -1.0322
O: -1.8326 1.9249 -1.5048
C: 0.1576 -0.2485 0.3613
O: 0.4599 -0.8080 1.3842
O: 0.7955 -0.3532 -0.7924
C: 1.8822 -1.2763 -0.8705
H: -2.4937 1.7812 1.2784
H: -1.3311 0.7563 2.3007
H: 1.8790 -1.9500 -0.0038
H: 2.8238 -0.7251 -0.9069
H: 1.7466 -1.8402 -1.7962

Summary:
Calculated total energy ... -11858.217 eV
Structure (SMILES) ... C=C(N=O)C(=O)OC
Energy relative to the best compared isomer or geometry (same formula, charge and spin) ... 365.1 kJ/mol
Orbital gap (alpha / beta) ... 8.50 / 8.50 eV
HOMO energy (alpha / beta) ... -0.3414 / -0.3417 Eh


ORCA calculation (ωB97M-V with the def2-TZVPD basis set) on CH3BrOS in the gas phase.

Element x y z (Å)
C: -0.7761 0.2466 0.0505
O: 0.8889 -1.8447 -0.4964
S: 0.8911 -0.5937 0.5194
Br: 2.3374 0.9578 -0.0827
H: -1.5957 -0.1593 0.6913
H: -0.9003 0.1429 -0.9751
H: -0.8453 1.2503 0.2931

Summary:
Calculated total energy ... -84009.367 eV
Energy relative to the best compared isomer or geometry (same formula, charge and spin) ... 67.7 kJ/mol
Orbital gap ... 9.32 eV
HOMO energy ... -0.3599 Eh


ORCA calculation (ωB97M-V with the def2-TZVPD basis set) on CH6N4O in the gas phase.

Element x y z (Å)
N: -1.8300 -0.1360 -1.1296
N: -0.4399 -0.0773 -0.8410
C: -0.1254 -0.1905 0.6018
O: -0.9923 -0.5721 1.3346
N: 1.2944 -0.1196 0.7627
N: 1.9707 0.7657 -0.1679
H: -2.0091 0.7893 -1.5473
H: -1.9220 -0.6825 -2.1087
H: 0.1321 0.8185 -1.3556
H: 1.8768 0.0846 1.7982
H: 2.2115 0.1484 -0.8316
H: 1.4357 1.5323 -0.6117

Summary:
Calculated total energy ... -9138.550 eV
Structure (SMILES) ... NNC(=O)NN
Energy relative to the best compared isomer or geometry (same formula, charge and spin) ... 423.0 kJ/mol
Orbital gap ... 10.10 eV
HOMO energy ... -0.3527 Eh


ORCA calculation (ωB97M-V with the def2-TZVPD basis set) on a molecular structure, C19H19AsCl3CoGeN3OS2.

Element x y z (Å)
Co: 0.2416 2.3844 0.0745
N: 0.0656 2.3570 2.0088
N: -1.2284 2.6940 2.4784
C: -2.1984 2.9585 1.5740
N: -3.4193 3.2023 2.1351
S: -1.9338 2.9854 -0.0707
H: 0.3449 1.4447 2.3053
H: 0.7551 2.9676 2.3855
H: -1.5050 2.3964 3.3988
H: -3.4609 3.5917 3.0623
H: -4.1244 3.5195 1.4961
S: 0.4493 2.3387 -2.1588
C: 0.0270 0.7716 -2.8142
C: 0.0925 0.6189 -4.2054
C: -0.2593 -0.5699 -4.8099
C: -0.6945 -1.6435 -4.0459
C: -0.7569 -1.5144 -2.6702
C: -0.3858 -0.3315 -2.0431
As: -0.4587 -0.1277 -0.1141
C: -1.0516 -1.9618 0.3911
C: -0.2622 -3.0987 0.2371
C: -0.7388 -4.3446 0.6114
C: -2.0127 -4.4764 1.1440
C: -2.8072 -3.3568 1.3006
C: -2.3251 -2.1093 0.9256
C: 1.3955 -0.6333 0.3683
C: 1.6821 -0.8250 1.7120
C: 2.9571 -1.1747 2.1246
C: 3.9613 -1.3411 1.1903
C: 3.6783 -1.1526 -0.1557
C: 2.4058 -0.8010 -0.5645
H: 0.4156 1.4572 -4.8095
H: -0.2048 -0.6605 -5.8892
H: -0.9819 -2.5751 -4.5193
H: -1.1009 -2.3623 -2.0892
H: 0.7325 -3.0140 -0.1796
H: -0.1126 -5.2203 0.4860
H: -2.3840 -5.4523 1.4344
H: -3.8052 -3.4526 1.7133
H: -2.9562 -1.2340 1.0492
H: 0.8971 -0.7084 2.4598
H: 3.1654 -1.3190 3.1791
H: 4.9616 -1.6129 1.5065
H: 4.4626 -1.2737 -0.8937
H: 2.2106 -0.6456 -1.6189
Cl: 0.0383 5.7755 1.8038
Ge: 0.9349 4.6817 0.1020
Cl: 0.3554 5.8500 -1.6488
Cl: 3.0692 5.0650 0.3182
O: 1.8700 1.9330 0.3246

Summary:
Calculated total energy ... -240751.527 eV
Energy relative to the best compared isomer or geometry (same formula, charge and spin) ... 0.0 kJ/mol
Total charge ... -1
Orbital gap (alpha / beta) ... 6.00 / 5.86 eV
HOMO energy (alpha / beta) ... -0.1417 / -0.1368 Eh


ORCA calculation (ωB97M-V with the def2-TZVPD basis set) on 2 unconnected molecules or ions with the total composition C19H20F3NS.

Element x y z (Å)
F: 3.0713 -3.7437 5.2497
C: 3.1563 -2.4042 4.9752
F: 3.4858 -1.7682 6.1439
F: 4.2106 -2.2320 4.1051
C: 1.8928 -1.8616 4.3729
C: 1.5739 -0.5172 4.5762
C: 0.5165 0.0371 3.8727
C: -0.1725 -0.7281 2.8829
S: -1.1678 0.1066 1.8295
C: 0.0178 -2.1470 2.8978
C: 1.0910 -2.6905 3.5930
H: 2.1533 0.0765 5.2785
H: 0.2377 1.0774 4.0248
H: -0.6479 -2.7942 2.3306
H: 1.3224 -3.7567 3.5533
C: -3.4791 0.6864 -3.8160
C: -3.7829 -0.0203 -2.4965
C: -2.6156 -0.8394 -1.9623
N: -1.3742 -0.0361 -1.9441
C: -0.5979 0.0298 -0.8745
C: 0.5587 0.9051 -0.7803
C: 0.5959 2.2386 -1.2809
C: 1.8108 2.9268 -1.4027
C: 3.0111 2.3427 -0.9666
C: 2.9671 1.0707 -0.3886
C: 1.7682 0.3753 -0.2718
C: -1.0153 0.4744 -3.2810
C: -2.1171 1.3710 -3.8102
H: -3.5265 -0.0371 -4.6411
H: -4.2509 1.4379 -4.0059
H: -4.0492 0.7286 -1.7433
H: -4.6492 -0.6775 -2.6413
H: -2.8394 -1.1861 -0.9496
H: -2.4560 -1.7039 -2.6268
H: -0.7789 -0.8175 -0.1665
H: -0.3228 2.7163 -1.6296
H: 1.8257 3.9239 -1.8404
H: 3.9529 2.8885 -1.0558
H: 3.8923 0.6169 -0.0231
H: 1.7339 -0.6282 0.1514
H: -0.0613 1.0045 -3.2668
H: -0.9226 -0.3961 -3.9511
H: -1.8608 1.6766 -4.8304
H: -2.1582 2.2739 -3.1902

Summary:
Calculated total energy ... -40504.051 eV
Energy relative to the best compared isomer or geometry (same formula, charge and spin) ... 55.5 kJ/mol
Orbital gap ... 5.24 eV
HOMO energy ... -0.2323 Eh


ORCA calculation (ωB97M-V with the def2-TZVPD basis set) on CH5NOS3 in the gas phase.

Element x y z (Å)
C: -1.1644 -0.6183 0.9098
N: 0.9460 0.3765 -1.6384
O: -0.9281 0.6555 0.3341
S: 2.0749 1.1118 0.9241
S: 0.2039 -1.8282 0.5117
S: 1.7288 -0.3684 -0.3132
H: -1.4250 -0.6311 1.9347
H: -2.0507 -0.9013 0.2433
H: -0.2428 1.1313 0.7454
H: 0.2356 -0.2746 -2.1560
H: 0.6218 1.3470 -1.4955

Summary:
Calculated total energy ... -37159.754 eV
Energy relative to the best compared isomer or geometry (same formula, charge and spin) ... 6.0 kJ/mol
Orbital gap ... 8.19 eV
HOMO energy ... -0.3244 Eh